{
  "formula": "C9H22N3",
  "method": "ωB97M-V with the def2-TZVPD basis set",
  "species": ["N", "N", "N", "C", "C", "C", "C", "C", "C", "C", "C", "C", "H", "H", "H", "H", "H", "H", "H", "H", "H", "H", "H", "H", "H", "H", "H", "H", "H", "H", "H", "H", "H", "H"],
  "xyz": [[0.0059, -0.4237, 1.7917], [0.5531, 0.3704, -1.5284], [-0.2796, -0.6254, -0.9446], [0.3698, -0.8207, -3.6079], [-1.7775, 1.4459, -1.5218], [0.3176, -1.7502, 2.3843], [1.0473, 0.6613, 1.8088], [-1.0838, -0.3839, -3.1764], [1.5070, 0.8830, 3.2409], [-0.7825, 0.3816, -1.8590], [1.3095, 0.0138, -2.7219], [-1.1161, 0.2067, 2.5315], [1.6321, 0.8988, -3.1352], [0.0073, -1.5015, -1.3311], [-2.7782, 0.9595, -1.1621], [0.2750, -1.9213, -3.5326], [0.1542, -1.5879, 3.3917], [1.8290, 0.3058, 1.0044], [-1.0913, 1.3821, 2.3375], [0.6950, 1.6325, 1.5250], [-1.6912, -1.1968, -3.1441], [2.3056, 0.1268, 3.5128], [-1.4210, 0.3487, -3.8766], [-2.1499, -0.1099, 2.0587], [0.6743, -0.7319, -4.5899], [-0.0116, -0.5062, 0.7490], [0.8801, 0.7631, 4.0676], [-1.8135, 2.0267, -2.3328], [-1.1459, 0.1189, 3.5398], [1.4409, -1.9062, 2.1163], [-0.3893, -2.5790, 2.1025], [1.9210, 1.9573, 3.4350], [-1.5694, 1.9989, -0.5870], [2.1762, -0.4373, -2.5461]],
  "forces_ev_per_a": [[-0.4, 1.7, 0.6], [2.5, 2.6, 0.0], [0.5, -0.3, 2.5], [-1.6, -1.0, 1.8], [-1.1, -3.2, 5.4], [2.2, -0.2, -2.0], [2.7, -1.4, 0.4], [4.0, 3.8, -1.0], [4.3, 0.7, 0.1], [-3.0, -2.3, -1.2], [-3.7, -1.5, 0.1], [-3.8, 2.8, -5.7], [0.0, 2.3, -1.3], [-0.7, -0.8, -0.8], [1.5, 0.7, -1.6], [1.2, 0.3, 0.7], [0.4, -0.2, 2.3], [-1.0, 0.9, 2.0], [-0.1, -2.6, 0.3], [-0.9, -0.1, -1.1], [-2.1, -2.0, 0.5], [-0.4, 1.1, -0.4], [-0.7, 0.3, -0.6], [2.1, 0.3, 1.1], [0.0, 0.7, -2.3], [-2.0, -0.3, -0.6], [-2.0, -0.2, 0.7], [-0.8, 2.6, -2.9], [0.4, -1.0, 2.9], [-2.1, -0.4, 0.7], [0.8, 1.1, -0.4], [-0.4, -2.0, -0.7], [0.6, 0.1, -0.7], [3.6, -2.4, 1.4]],
  "charge": 1,
  "homo_energy_ev": -12.6,
  "gap_ev": 10.247,
  "relative_energy_kj_mol": 308.8
}